1.
DFT (ωB97M-V with the def2-TZVPD basis set) results for 2 unconnected molecules or ions with the total composition C2H9N2O2 in a non-equilibrium geometry.

The geometry in XYZ format:
```
15
Properties=species:S:1:pos:R:3:nbo_charge:R:1
N 1.680 -1.893 0.654 -0.67
C 1.346 -0.501 0.273 -0.33
C -0.199 -0.484 0.255 0.68
N -0.809 0.724 0.332 -0.85
O -0.748 -1.617 0.276 -0.58
H 0.938 -2.441 0.321 0.47
H 1.644 -1.999 1.771 0.46
H 2.577 -2.177 0.307 0.44
H 1.961 0.230 0.807 0.26
H 1.662 -0.413 -0.730 0.24
H -0.840 1.358 -0.442 0.45
H -1.761 0.696 0.726 0.42
H -1.785 3.396 -2.234 0.49
H -1.609 3.600 -0.753 0.48
O -1.224 3.098 -1.507 -0.96
```

Values from the calculation:
net charge: +1
LUMO: -3.678 eV
highest occupied orbital energy: -14.7 eV

2.
DFT (ωB97M-V with the def2-TZVPD basis set) results for C2H9N2OPS in the gas phase in a non-equilibrium geometry.

The geometry in XYZ format:
```
16
Properties=species:S:1:pos:R:3:nbo_charge:R:1
C -0.197 -1.364 1.253 -0.41
C -0.788 -0.360 -0.929 -0.30
N 1.801 0.702 -1.328 -1.19
N 0.189 -0.630 0.067 -0.78
O 0.701 1.852 0.499 -0.99
P 1.585 0.438 0.291 1.38
S -2.186 0.806 -0.526 -0.13
H 0.312 -0.842 2.255 0.18
H -1.343 -1.491 1.343 0.20
H 0.276 -2.327 1.200 0.20
H -0.430 0.252 -1.766 0.22
H -1.418 -1.310 -1.164 0.22
H -2.613 0.331 0.678 0.11
H 2.779 0.893 -1.619 0.41
H 1.089 1.333 -1.602 0.39
H 0.244 1.720 1.347 0.48
```

Values from the calculation:
SMILES: CN(CS)P(N)O
net charge: 0
LUMO: 0.780 eV
highest occupied orbital energy: -8.6 eV

3.
DFT (ωB97M-V with the def2-TZVPD basis set) results for 2 unconnected molecules or ions with the total composition C2H9N2P in a non-equilibrium geometry.

The geometry in XYZ format:
```
14
Properties=species:S:1:pos:R:3:nbo_charge:R:1
C 1.618 -1.165 0.187 -0.43
C 0.621 1.032 -0.170 -0.43
N -3.950 0.883 0.151 -0.94
N 0.411 -0.478 -0.279 -0.63
P -3.774 -0.634 -0.082 0.60
H 2.223 -1.191 -0.645 0.18
H 2.276 -0.662 0.858 0.17
H 1.533 -2.211 0.543 0.20
H 1.567 1.318 0.496 0.18
H 0.892 1.506 -1.107 0.19
H -0.360 1.602 0.169 0.21
H -0.282 -0.867 0.330 0.35
H -4.746 1.110 0.742 0.37
H -2.730 -0.491 -0.853 -0.03
```

Values from the calculation:
net charge: 0
multiplicity: 3
LUMO (alpha / beta): 1.152 / -2.492 eV
highest occupied orbital energy (alpha / beta): -7.1 / -9.0 eV
⟨S²⟩: 2.01

4.
DFT (ωB97M-V with the def2-TZVPD basis set) results for 2 unconnected molecules or ions with the total composition C2H9N2P3 in a non-equilibrium geometry.

The geometry in XYZ format:
```
16
Properties=species:S:1:pos:R:3:nbo_charge:R:1
C 2.113 0.017 -0.589 -0.36
C 2.942 -0.569 0.322 -0.38
N -1.236 1.037 -0.197 -1.36
N -1.712 0.515 2.216 -1.25
P -0.853 1.028 -1.904 0.56
P -3.035 -0.662 1.890 0.56
P -0.614 1.263 1.183 1.30
H 1.962 -0.169 -1.582 0.19
H 0.557 1.569 -1.797 -0.07
H 1.559 0.917 -0.328 0.17
H 2.769 -0.627 1.330 0.19
H 3.550 -1.430 0.084 0.18
H -1.364 0.526 3.211 0.41
H -1.434 2.277 -2.204 -0.04
H -2.489 -1.555 2.735 -0.06
H -2.438 -1.199 0.868 -0.05
```

Values from the calculation:
SMILES: P/N=P/NP.C=C
net charge: 0
LUMO: 0.417 eV
highest occupied orbital energy: -8.4 eV

5.
DFT (ωB97M-V with the def2-TZVPD basis set) results for 2 unconnected molecules or ions with the total composition C2H9N2PS3 in a non-equilibrium geometry.

The geometry in XYZ format:
```
17
Properties=species:S:1:pos:R:3:nbo_charge:R:1
C 0.702 -3.000 0.517 -0.70
C 1.668 1.022 0.013 -0.74
N -1.781 3.539 -0.348 -0.22
N -1.569 2.383 -0.827 -0.40
P -1.423 0.631 -0.280 0.62
S -0.914 -0.400 -1.858 -0.61
S -1.001 -3.054 1.338 -0.09
S 0.215 0.851 1.121 -0.09
H 0.827 -3.943 0.105 0.21
H 1.334 -3.002 1.401 0.21
H 0.888 -2.064 -0.204 0.24
H 2.508 0.807 0.660 0.23
H 1.767 2.074 -0.400 0.22
H 1.674 0.260 -0.739 0.24
H -1.534 -1.958 0.765 0.12
H -1.573 3.519 0.632 0.33
H -1.789 2.336 -1.896 0.41
```

Values from the calculation:
net charge: 0
LUMO (alpha / beta): -1.843 / -1.839 eV
highest occupied orbital energy (alpha / beta): -8.2 / -8.2 eV

6.
DFT (ωB97M-V with the def2-TZVPD basis set) results for 2 unconnected molecules or ions with the total composition C2H9N2Si in a non-equilibrium geometry.

The geometry in XYZ format:
```
14
Properties=species:S:1:pos:R:3:nbo_charge:R:1
C -1.189 -0.023 0.000 0.55
C 0.854 0.736 0.586 -0.64
N -1.200 -1.302 0.231 -0.75
N -2.114 0.840 -0.392 -0.76
Si 2.213 -0.298 -0.331 0.83
H 0.775 1.683 0.021 0.22
H 0.733 0.844 1.594 0.21
H -0.459 -1.673 0.792 0.45
H -2.061 -1.766 0.002 0.41
H -1.911 1.806 -0.273 0.43
H -3.089 0.632 -0.486 0.42
H 2.041 -0.480 -1.840 -0.11
H 1.885 -1.544 0.228 -0.18
H 3.522 0.542 -0.132 -0.08
```

Values from the calculation:
net charge: +1
LUMO: -4.276 eV
highest occupied orbital energy: -14.8 eV

7.
DFT (ωB97M-V with the def2-TZVPD basis set) results for 2 unconnected molecules or ions with the total composition C2H9N3 in a non-equilibrium geometry.

The geometry in XYZ format:
```
14
Properties=species:S:1:pos:R:3:nbo_charge:R:1
C 1.405 -3.442 0.792 -0.50
N 1.903 -2.533 1.643 -0.95
H 2.118 -4.205 0.415 0.09
H 0.718 -3.251 -0.043 0.07
H 1.557 -1.588 1.742 0.29
N -1.383 1.694 0.590 -0.88
C -1.160 1.870 -0.859 -0.05
N 0.092 1.331 -1.265 -0.88
H -1.109 2.426 1.218 0.36
H -2.251 1.257 0.839 0.36
H -1.981 1.307 -1.327 0.17
H -1.069 2.933 -1.096 0.16
H 0.921 1.849 -1.494 0.37
H 0.238 0.352 -1.154 0.39
```

Values from the calculation:
net charge: -1
multiplicity: 2
LUMO (alpha / beta): 3.319 / 3.314 eV
highest occupied orbital energy (alpha / beta): 1.0 / -2.3 eV
⟨S²⟩: 0.75

8.
DFT (ωB97M-V with the def2-TZVPD basis set) results for 2 unconnected molecules or ions with the total composition C2H9N3 in a non-equilibrium geometry.

The geometry in XYZ format:
```
14
Properties=species:S:1:pos:R:3:nbo_charge:R:1
C -0.770 -0.217 -1.601 -0.42
N -1.090 -1.518 -1.028 -0.84
H -0.538 -2.244 -1.476 0.36
H -2.066 -1.741 -1.194 0.36
H -0.957 -0.139 -2.679 0.17
H -1.369 0.543 -1.100 0.19
H 0.286 -0.004 -1.428 0.20
N 0.654 -0.077 1.663 -0.83
C 1.324 1.103 1.735 0.29
N 1.098 2.179 1.122 -0.72
H 1.017 -0.899 2.109 0.39
H -0.047 -0.220 0.955 0.40
H 0.313 2.129 0.474 0.32
H 2.146 1.104 2.447 0.15
```

Values from the calculation:
SMILES: [H]/N=C\N.CN
net charge: 0
LUMO: 0.921 eV
highest occupied orbital energy: -9.1 eV

Relative energy (zero: lowest compared OMol25 entry of this formula, charge and spin) / eV: 1.524, 1.767, 0.000, 0.964, 1.015, 1.195, 1.614, 0.604
E_tot / a.u.: -341.3441, -1005.8816, -532.2675, -1215.0633, -1726.9465, -480.2464, -245.7441, -245.8495